{
  "formula": "C40H58I2N9O7P2V",
  "method": "ωB97M-V/def2-TZVPD",
  "spin_multiplicity": 4,
  "e_lumo_ev": [-1.853, -1.853],
  "homo_energy_ev": [-8.44, -8.91],
  "charge": 1,
  "fmax_ev_per_a": 0.3,
  "homo_lumo_gap_ev": [6.59, 7.06],
  "symbols": ["V", "I", "C", "C", "C", "I", "C", "O", "C", "C", "N", "C", "C", "C", "C", "C", "C", "N", "C", "H", "H", "H", "H", "H", "H", "H", "H", "H", "H", "H", "C", "C", "C", "O", "P", "O", "C", "P", "O", "O", "C", "C", "C", "O", "C", "C", "C", "O", "C", "C", "C", "H", "H", "H", "H", "H", "H", "H", "H", "H", "H", "H", "H", "H", "H", "H", "H", "H", "H", "H", "H", "H", "H", "H", "H", "H", "H", "H", "H", "H", "H", "C", "N", "C", "C", "N", "H", "H", "H", "H", "H", "H", "C", "C", "N", "C", "C", "N", "C", "N", "N", "N", "C", "C", "C", "C", "C", "C", "H", "H", "H", "H", "H", "H", "H", "H", "H", "H", "H"],
  "positions_angstrom": [[-0.8759, 1.0828, 0.5823], [-6.7113, 3.1363, 5.0717], [-5.4205, 2.5397, 3.5515], [-5.6168, 2.9877, 2.2528], [-4.7453, 2.5905, 1.2572], [-4.9919, 3.3419, -0.6697], [-3.6548, 1.7323, 1.4944], [-2.8569, 1.3838, 0.5317], [-3.4804, 1.2914, 2.8302], [-2.3600, 0.3483, 3.1720], [-1.0297, 0.8710, 2.7676], [-0.6863, 2.1570, 3.3982], [0.1448, 2.9816, 2.4673], [1.3405, 3.5058, 2.7295], [2.0106, 4.3727, 1.7640], [1.4311, 4.6949, 0.6107], [0.0880, 4.1524, 0.2427], [-0.5083, 3.1567, 1.1992], [-4.3510, 1.7010, 3.8301], [-6.4415, 3.6467, 2.0177], [-2.4730, -0.6086, 2.6551], [-2.3815, 0.1576, 4.2510], [-0.3314, 0.1766, 3.0151], [-0.1819, 2.0339, 4.3611], [-1.6227, 2.6922, 3.5736], [1.8046, 3.3150, 3.6887], [2.9851, 4.7711, 2.0137], [1.9148, 5.3564, -0.0966], [0.0781, 3.7492, -0.7736], [-4.1878, 1.3560, 4.8443], [3.9659, 0.3699, 3.4159], [2.6593, -0.2189, 2.9423], [2.0757, -1.2408, 3.8908], [2.8818, -0.8994, 1.6471], [2.2673, -0.3198, 0.3145], [1.2904, 0.7628, 0.5544], [1.5143, -1.7177, -0.5375], [-0.0506, -2.2530, 0.1673], [-0.9403, -1.1199, 0.4866], [0.2530, -3.0868, 1.4725], [0.8712, -4.4158, 1.4522], [-0.0552, -5.3559, 2.1902], [2.2391, -4.3225, 2.0940], [-0.5762, -3.2479, -0.9256], [-1.8717, -3.9388, -0.7388], [-2.9588, -3.1206, -1.3918], [-1.7045, -5.3170, -1.3319], [3.4134, 0.1999, -0.6147], [4.7512, -0.3113, -0.9131], [4.7396, -1.7990, -1.1889], [5.7080, 0.0799, 0.1896], [3.8188, 0.8286, 4.3946], [4.3247, 1.1386, 2.7325], [4.7273, -0.4045, 3.5184], [1.9406, 0.5780, 2.7469], [2.8094, -2.0100, 4.1349], [1.2014, -1.7226, 3.4521], [1.7784, -0.7516, 4.8203], [2.2033, -2.5611, -0.6075], [1.3010, -1.3772, -1.5571], [0.9614, -4.7170, 0.4048], [-0.2236, -4.9932, 3.2044], [0.3954, -6.3468, 2.2519], [-1.0174, -5.4494, 1.6887], [2.1472, -4.1232, 3.1613], [2.8370, -3.5268, 1.6499], [2.7692, -5.2671, 1.9685], [-2.0423, -4.0033, 0.3397], [-2.8061, -3.0710, -2.4700], [-2.9858, -2.1156, -0.9743], [-3.9260, -3.5913, -1.2090], [-1.4448, -5.2373, -2.3874], [-2.6417, -5.8679, -1.2503], [-0.9275, -5.8841, -0.8187], [5.0000, 0.2282, -1.8269], [4.5261, -2.3696, -0.2820], [5.7268, -2.1004, -1.5400], [4.0171, -2.0564, -1.9635], [5.4903, -0.4638, 1.1076], [5.6607, 1.1506, 0.3827], [6.7254, -0.1657, -0.1175], [-0.8570, 6.9696, -0.7016], [-1.6583, 6.0803, 0.1095], [-2.9376, 6.5448, 0.6170], [-1.1528, 4.9349, 0.5650], [-1.6586, 4.0787, 1.4071], [-1.5162, 7.5645, -1.3327], [-0.2002, 6.3968, -1.3568], [-0.2520, 7.6520, -0.0967], [-3.6141, 6.7546, -0.2123], [-2.8101, 7.4478, 1.2188], [-3.3773, 5.7653, 1.2348], [-2.8481, 0.3425, -2.4110], [-1.4341, 0.7663, -2.5589], [-0.6252, 1.1824, -1.6040], [0.5627, 1.5364, -2.2136], [0.4748, 1.3094, -3.5451], [-0.7944, 0.8112, -3.7600], [-1.2705, 0.2433, -4.9980], [-1.1532, -1.1939, -4.9877], [-2.2721, -1.9555, -5.0254], [-1.9537, -3.1867, -4.9735], [-0.5818, -3.2848, -4.8960], [0.2450, -4.4116, -4.8345], [1.5989, -4.1904, -4.7562], [2.1275, -2.8818, -4.7498], [1.3280, -1.7648, -4.8222], [-0.0503, -1.9954, -4.8974], [-3.0840, 0.2481, -1.3541], [-3.0462, -0.5874, -2.9444], [-3.5102, 1.1154, -2.8091], [1.3908, 1.9270, -1.6482], [1.1701, 1.4652, -4.3514], [-0.6859, 0.6685, -5.8131], [-2.3235, 0.4652, -5.1547], [-0.1750, -5.4076, -4.8581], [2.2804, -5.0290, -4.7148], [3.2024, -2.7571, -4.7061], [1.7541, -0.7723, -4.8284]],
  "forces_ev_per_angstrom": [[0.1, -0.3, 0.0], [0.0, 0.0, 0.0], [0.1, -0.1, -0.1], [0.0, 0.0, 0.0], [0.0, 0.0, 0.1], [0.0, 0.0, -0.1], [0.1, 0.0, 0.0], [-0.1, -0.2, -0.1], [-0.1, 0.0, 0.0], [0.0, 0.0, 0.0], [0.0, 0.0, 0.0], [0.0, 0.1, 0.2], [0.2, 0.0, 0.0], [-0.2, -0.1, 0.1], [0.0, 0.1, -0.1], [0.1, 0.0, 0.0], [0.1, 0.0, -0.1], [0.1, 0.1, 0.1], [-0.1, 0.1, 0.0], [0.0, 0.0, 0.0], [0.0, 0.0, 0.0], [0.0, 0.0, 0.0], [0.0, 0.0, 0.0], [0.0, 0.0, 0.0], [0.0, 0.0, 0.0], [0.0, 0.0, 0.0], [0.0, 0.0, 0.0], [0.0, 0.0, 0.0], [0.0, 0.0, 0.0], [0.0, 0.0, 0.0], [0.0, 0.0, 0.0], [0.0, -0.1, 0.0], [0.0, 0.0, 0.0], [0.1, 0.1, -0.1], [-0.1, -0.1, 0.1], [-0.1, 0.2, 0.1], [0.0, -0.1, -0.1], [0.0, 0.0, -0.1], [-0.2, 0.1, 0.1], [0.0, 0.0, 0.0], [0.0, 0.0, 0.0], [0.0, 0.0, 0.0], [0.0, 0.0, 0.0], [0.1, 0.0, 0.0], [0.0, 0.0, 0.0], [0.0, 0.0, 0.0], [0.0, 0.0, 0.0], [0.0, 0.0, 0.0], [0.0, 0.0, 0.0], [0.1, 0.0, 0.0], [0.1, 0.0, 0.0], [0.0, 0.0, 0.0], [0.0, 0.0, 0.0], [0.0, 0.0, 0.0], [0.0, 0.0, 0.0], [0.0, 0.0, 0.0], [0.0, 0.0, 0.0], [0.0, 0.0, 0.0], [0.0, 0.0, 0.0], [0.0, 0.0, 0.0], [0.0, 0.0, 0.0], [0.0, 0.0, 0.0], [0.0, 0.0, 0.0], [0.0, 0.0, 0.0], [0.0, 0.0, 0.0], [0.0, 0.0, 0.0], [0.0, 0.0, 0.0], [0.0, 0.0, 0.0], [0.0, 0.0, 0.0], [0.0, 0.0, 0.0], [0.0, 0.0, 0.0], [0.0, 0.0, 0.0], [0.0, 0.0, 0.0], [0.0, 0.0, 0.0], [0.0, 0.0, 0.0], [0.0, 0.0, 0.0], [0.0, 0.0, 0.0], [0.0, 0.0, 0.0], [0.0, 0.0, 0.0], [0.0, 0.0, 0.0], [0.0, 0.0, 0.0], [0.0, 0.0, -0.1], [0.0, -0.1, 0.0], [0.0, 0.0, 0.1], [-0.1, -0.1, 0.1], [-0.1, 0.1, -0.1], [0.0, 0.0, 0.0], [0.0, 0.0, 0.0], [0.0, 0.0, 0.0], [0.0, 0.0, 0.0], [0.0, 0.0, 0.0], [0.0, 0.0, 0.0], [0.0, 0.0, 0.0], [0.0, -0.1, 0.0], [-0.1, 0.1, 0.0], [0.1, 0.0, -0.1], [0.0, 0.0, 0.0], [0.0, 0.2, 0.1], [0.0, -0.1, 0.0], [0.1, -0.1, -0.1], [0.0, 0.1, 0.0], [-0.1, -0.2, 0.0], [0.1, 0.1, 0.0], [0.0, 0.1, 0.0], [0.0, 0.0, 0.0], [0.1, -0.1, 0.0], [0.0, 0.0, 0.0], [0.0, 0.0, 0.0], [0.0, 0.0, 0.0], [0.0, 0.0, 0.0], [0.0, 0.0, 0.0], [0.0, 0.0, 0.0], [0.0, 0.0, 0.0], [0.0, 0.0, 0.0], [0.0, 0.0, 0.0], [0.0, 0.0, 0.0], [0.0, 0.0, 0.0], [0.0, 0.0, 0.0], [0.0, 0.0, 0.0]],
  "lowdin_charge": [0.7491, 0.8539, -0.7559, -0.2330, -0.6323, 0.9355, -0.4497, -0.2568, -0.1687, -0.1242, -0.0934, -0.1149, -0.2406, -0.0239, -0.0614, -0.0300, -0.1560, -0.0954, -0.1234, 0.0794, 0.1233, 0.1241, 0.1005, 0.1344, 0.1278, 0.1131, 0.1069, 0.1091, 0.1331, 0.0978, -0.0325, -0.4061, -0.0323, -0.1736, 0.4858, -0.2889, -0.1858, 0.4800, -0.2670, -0.1748, -0.4206, -0.0264, -0.0318, -0.1737, -0.4069, -0.0242, -0.0248, -0.1582, -0.3953, -0.0426, -0.0364, 0.0940, 0.0805, 0.0916, 0.1030, 0.0880, 0.0701, 0.0962, 0.0742, 0.0868, 0.1317, 0.0963, 0.0969, 0.0708, 0.0821, 0.0644, 0.0961, 0.1293, 0.0651, 0.0668, 0.1011, 0.0759, 0.0985, 0.0765, 0.1466, 0.0814, 0.0979, 0.0726, 0.0693, 0.0911, 0.0952, -0.0330, -0.1484, -0.0416, -0.2810, 0.2135, 0.0935, 0.0880, 0.0965, 0.0838, 0.0963, 0.0695, 0.0083, -0.2903, 0.0518, -0.1267, -0.0535, -0.0075, -0.0552, -0.0464, 0.0632, 0.0799, -0.2295, -0.0106, -0.0758, -0.0824, -0.0148, -0.1601, 0.0593, 0.0631, 0.0766, 0.1002, 0.1195, 0.1469, 0.1429, 0.1179, 0.1060, 0.1036, 0.0937]
}